Below is H24O12 as an isolated structure at a distorted geometry, with properties calculated with ωB97M-V/def2-TZVPD.

Last column: natural (NBO) charge in e.
Positions of all 36 atoms, in Å:
O: -16.89597 -20.18328 16.77867  -0.914
H: -16.49331 -20.65986 16.05274  0.491
H: -16.17473 -20.01601 17.38536  0.461
O: -20.04413 -20.77991 17.10442  -1.032
H: -19.20849 -20.31541 17.05780  0.477
H: -20.70400 -20.08656 17.11231  0.493
O: -15.46196 -19.54096 18.19389  -0.923
H: -16.07580 -19.60688 18.92539  0.417
H: -14.77762 -20.17876 18.39665  0.451
O: -19.15512 -18.65294 20.24286  -0.952
H: -18.94818 -18.86563 19.33283  0.443
H: -18.32377 -18.35965 20.61579  0.410
O: -17.42379 -17.27330 17.41638  -0.970
H: -16.65383 -17.42729 16.86896  0.448
H: -18.08470 -17.87631 17.07607  0.467
O: -18.64382 -19.62483 18.49787  -0.932
H: -17.84021 -19.42917 18.01604  0.528
H: -18.59967 -20.56611 18.66604  0.447
O: -20.16235 -18.44852 17.70968  -1.001
H: -19.37396 -18.80660 18.11767  0.423
H: -19.95659 -18.41855 16.77533  0.459
O: -18.51602 -21.60541 18.69719  -0.775
H: -17.68460 -21.99541 18.96714  0.506
H: -19.15965 -22.30308 18.82064  0.562
O: -18.25603 -20.77544 21.41483  -1.009
H: -19.06524 -20.57633 21.88576  0.498
H: -18.35506 -20.33509 20.57072  0.481
O: -18.27586 -21.93499 16.71088  -0.984
H: -17.37995 -21.63067 16.56610  0.411
H: -18.54900 -21.50118 17.51924  0.431
O: -18.45637 -19.10585 16.39103  -0.995
H: -18.23512 -18.51989 15.66720  0.475
H: -17.77035 -19.77327 16.37778  0.455
O: -16.65708 -19.91669 19.60550  -0.784
H: -16.34510 -20.76008 19.93351  0.505
H: -16.81311 -19.39569 20.39318  0.532

## Properties
Spin multiplicity ... 1
Electronic energy ... -24937.710 eV
Charge ... 0
Molecular weight ... 216.18 Da